No. 1
{"formula": "C48H48IIrN13OPS", "method": "ωB97M-V with the def2-TZVPD basis set", "symbols": ["Ir", "N", "C", "N", "C", "N", "N", "C", "N", "C", "C", "C", "C", "C", "N", "H", "H", "H", "H", "H", "H", "H", "H", "C", "C", "C", "N", "H", "H", "H", "H", "H", "N", "P", "C", "C", "C", "C", "C", "C", "C", "C", "C", "C", "C", "C", "C", "C", "C", "C", "C", "C", "H", "H", "H", "H", "H", "H", "H", "H", "H", "H", "H", "H", "H", "H", "H", "N", "C", "C", "C", "C", "C", "C", "N", "C", "C", "C", "C", "N", "C", "C", "H", "H", "H", "H", "H", "H", "H", "H", "H", "I", "C", "C", "N", "N", "C", "H", "H", "H", "O", "S", "C", "C", "C", "C", "H", "H", "H", "H", "H", "H", "H", "H"], "coordinates": [[-0.060, 0.059, 0.119], [-1.747, -3.021, 0.385], [-2.439, -2.250, -0.462], [-3.491, -2.789, -1.053], [-4.223, -2.006, -1.849], [-5.299, -2.504, -2.434], [-3.885, -0.726, -2.112], [-2.809, -0.269, -1.520], [-2.066, -0.956, -0.645], [-2.377, 1.092, -1.883], [-3.194, 1.886, -2.685], [-2.737, 3.136, -3.062], [-1.476, 3.539, -2.644], [-0.730, 2.679, -1.852], [-1.174, 1.490, -1.471], [-2.004, -3.996, 0.387], [-0.780, -2.772, 0.532], [-5.551, -3.465, -2.270], [-5.860, -1.921, -3.035], [-4.155, 1.496, -2.984], [-3.346, 3.775, -3.681], [-1.069, 4.492, -2.940], [0.262, 2.949, -1.525], [4.286, -0.550, 3.957], [3.442, 0.723, 3.826], [2.399, 0.531, 2.872], [1.588, 0.324, 2.086], [5.160, -0.328, 4.559], [4.616, -0.897, 2.982], [3.724, -1.348, 4.434], [4.073, 1.558, 3.511], [3.004, 0.993, 4.789], [1.689, 0.334, -0.864], [3.191, -0.098, -1.063], [3.567, -0.744, -2.731], [4.571, -1.682, -2.924], [4.864, -2.109, -4.209], [4.160, -1.603, -5.289], [3.167, -0.654, -5.093], [2.862, -0.227, -3.813], [3.720, -1.403, 0.101], [2.742, -2.208, 0.670], [3.115, -3.282, 1.461], [4.460, -3.556, 1.659], [5.434, -2.743, 1.100], [5.071, -1.644, 0.336], [4.292, 1.341, -0.874], [5.223, 1.637, -1.859], [6.033, 2.750, -1.714], [5.901, 3.569, -0.606], [4.959, 3.278, 0.370], [4.151, 2.163, 0.239], [5.136, -2.063, -2.087], [5.652, -2.829, -4.360], [4.398, -1.938, -6.286], [2.645, -0.238, -5.942], [2.089, 0.510, -3.640], [1.701, -1.977, 0.468], [2.368, -3.922, 1.911], [4.751, -4.409, 2.255], [6.477, -2.966, 1.265], [5.830, -0.985, -0.063], [5.326, 0.999, -2.724], [6.766, 2.973, -2.472], [6.533, 4.436, -0.496], [4.859, 3.919, 1.232], [3.425, 1.904, 0.997], [-4.384, -2.061, 5.944], [-4.569, -2.746, 7.116], [-5.676, -2.974, 7.915], [-5.489, -3.765, 9.047], [-4.248, -4.329, 9.356], [-3.138, -4.116, 8.563], [-3.304, -3.330, 7.410], [-2.432, -3.005, 6.435], [-3.084, -2.238, 5.577], [-2.452, -1.704, 4.396], [-1.118, -2.047, 4.137], [-0.502, -1.556, 3.006], [-1.114, -0.759, 2.127], [-2.381, -0.429, 2.370], [-3.087, -0.864, 3.476], [-5.090, -1.530, 5.462], [-6.650, -2.586, 7.664], [-6.327, -3.952, 9.700], [-4.160, -4.938, 10.242], [-2.166, -4.506, 8.817], [-0.601, -2.691, 4.830], [0.526, -1.810, 2.793], [-2.863, 0.207, 1.640], [-4.108, -0.544, 3.611], [-1.384, 5.045, 4.172], [-0.536, 3.871, 2.664], [0.652, 4.071, 1.984], [0.766, 3.052, 1.118], [-0.265, 2.208, 1.202], [-1.068, 2.688, 2.132], [1.378, 4.855, 2.066], [1.527, 2.864, 0.478], [-1.985, 2.210, 2.409], [0.279, -2.151, -1.247], [0.908, -2.359, -2.595], [-0.421, -1.944, -3.811], [-0.895, -3.236, -4.464], [-0.685, -4.354, -3.448], [0.727, -4.164, -2.929], [-0.008, -1.238, -4.526], [-1.200, -1.446, -3.240], [-0.301, -3.437, -5.356], [-1.939, -3.165, -4.767], [-0.810, -5.335, -3.908], [-1.399, -4.266, -2.627], [1.472, -4.390, -3.691], [0.957, -4.708, -2.017]], "lowdin_spin": [0.696, 0.000, -0.002, -0.002, 0.000, 0.000, -0.001, 0.000, -0.016, 0.005, 0.004, -0.005, 0.005, 0.007, 0.116, 0.000, 0.000, 0.000, 0.000, 0.001, 0.000, 0.001, 0.001, 0.000, 0.000, 0.000, 0.014, 0.000, 0.000, 0.000, 0.000, 0.000, 0.123, 0.018, 0.009, 0.002, 0.001, 0.000, 0.000, 0.000, -0.014, 0.001, 0.000, 0.000, -0.001, -0.002, 0.018, 0.003, 0.002, 0.002, 0.000, 0.004, 0.000, 0.000, 0.000, 0.000, -0.001, 0.002, 0.000, 0.000, 0.000, 0.000, 0.000, 0.000, 0.000, 0.000, 0.000, 0.000, 0.001, 0.000, 0.001, 0.000, 0.000, 0.000, 0.001, 0.000, 0.002, -0.003, -0.004, -0.072, -0.005, -0.004, 0.000, 0.000, 0.000, 0.000, 0.000, 0.000, 0.000, -0.001, 0.000, 0.002, 0.001, -0.001, 0.006, 0.074, 0.002, 0.000, 0.001, 0.000, 0.006, 0.002, 0.000, 0.000, 0.000, 0.001, 0.000, 0.000, 0.000, 0.000, 0.000, 0.000, 0.000, 0.000], "energy_ev": -103013.233, "spin_multiplicity": 2, "fmax_ev_per_a": 5.85, "total_charge": 3, "gap_ev": [3.54, 3.72]}

=====

No. 2
{"formula": "C48H49BrCl2CrN4O7P2", "method": "ωB97M-V with the def2-TZVPD basis set", "symbols": ["Cr", "O", "Cl", "O", "O", "O", "C", "N", "P", "C", "C", "C", "C", "C", "C", "C", "C", "C", "C", "C", "C", "P", "C", "C", "C", "C", "C", "C", "C", "C", "C", "C", "C", "C", "H", "H", "H", "H", "H", "H", "H", "H", "H", "H", "H", "H", "H", "H", "H", "H", "H", "H", "H", "H", "H", "H", "H", "Br", "C", "C", "C", "C", "C", "C", "C", "O", "O", "H", "H", "H", "H", "C", "C", "C", "C", "C", "O", "C", "C", "C", "C", "C", "C", "Cl", "C", "C", "C", "N", "C", "N", "C", "N", "H", "H", "H", "H", "H", "H", "H", "H", "H", "H", "H", "H", "H", "H", "H", "H", "H", "H", "H", "H", "H", "H"], "coordinates": [[-0.751, 1.730, -2.323], [2.086, 0.270, -3.624], [1.606, 1.548, -4.027], [2.573, 2.147, -4.883], [1.482, 2.403, -2.603], [0.272, 1.582, -4.541], [-1.950, 0.666, 1.774], [-0.836, 1.614, 1.592], [-1.049, 2.834, 0.320], [-0.124, 4.370, 0.790], [0.015, 4.918, 2.079], [0.618, 6.165, 2.303], [0.941, 6.979, 1.211], [0.735, 6.502, -0.074], [0.256, 5.200, -0.283], [-2.698, 3.501, 0.706], [-3.572, 3.872, -0.330], [-4.833, 4.374, -0.073], [-5.224, 4.680, 1.225], [-4.295, 4.458, 2.276], [-3.102, 3.822, 2.025], [0.849, 0.874, 1.761], [0.718, 0.072, 3.363], [1.528, -1.067, 3.589], [1.271, -1.965, 4.643], [0.262, -1.691, 5.557], [-0.419, -0.479, 5.462], [-0.097, 0.451, 4.454], [2.039, 2.189, 2.116], [2.325, 2.734, 3.390], [3.501, 3.449, 3.652], [4.411, 3.746, 2.613], [4.096, 3.295, 1.339], [2.939, 2.526, 1.100], [-2.864, 1.108, 1.338], [-2.110, 0.463, 2.833], [-1.744, -0.285, 1.305], [-0.253, 4.284, 2.926], [0.730, 6.549, 3.325], [1.354, 7.974, 1.372], [1.013, 7.095, -0.938], [0.151, 4.839, -1.330], [-3.312, 3.688, -1.361], [-5.549, 4.440, -0.909], [-6.211, 5.078, 1.440], [-4.493, 4.783, 3.298], [-2.418, 3.607, 2.862], [2.346, -1.251, 2.911], [1.867, -2.939, 4.748], [0.021, -2.434, 6.329], [-1.147, -0.214, 6.262], [-0.570, 1.439, 4.445], [1.648, 2.637, 4.250], [3.631, 3.818, 4.672], [5.365, 4.261, 2.795], [4.723, 3.520, 0.499], [2.708, 2.200, 0.088], [-7.306, -1.241, -3.633], [-5.892, -0.042, -3.861], [-4.620, -0.327, -3.299], [-3.655, 0.670, -3.302], [-3.898, 1.886, -3.918], [-5.091, 2.125, -4.585], [-6.090, 1.171, -4.583], [-2.868, 3.037, -3.937], [-3.024, 3.933, -4.771], [-1.982, 3.090, -2.936], [-4.477, -1.273, -2.809], [-2.685, 0.558, -2.756], [-5.229, 3.111, -5.014], [-7.045, 1.367, -5.066], [5.291, -3.196, -1.473], [4.090, -3.785, -0.706], [3.794, -2.827, 0.509], [4.547, -5.162, -0.222], [2.856, -4.000, -1.683], [3.489, -4.637, -2.838], [1.764, -4.985, -1.150], [1.005, -4.646, 0.154], [-0.415, -5.215, 0.197], [-0.727, -6.519, -0.204], [-2.048, -6.930, -0.265], [-3.088, -6.052, 0.025], [-4.759, -6.473, -0.169], [-2.784, -4.770, 0.490], [-1.455, -4.365, 0.537], [2.306, -2.665, -2.272], [1.045, -1.999, -1.761], [0.961, -0.694, -1.616], [-0.265, -0.286, -1.963], [-0.913, -1.393, -2.369], [-0.243, -2.460, -2.156], [6.113, -3.082, -0.750], [5.118, -2.169, -1.833], [5.598, -3.827, -2.323], [4.758, -2.704, 1.034], [3.031, -3.193, 1.216], [3.452, -1.840, 0.162], [5.502, -5.061, 0.356], [4.793, -5.843, -1.070], [3.828, -5.630, 0.471], [3.083, -5.539, -2.916], [2.191, -6.004, -1.027], [1.024, -5.050, -1.995], [0.874, -3.561, 0.275], [1.556, -5.033, 1.040], [0.039, -7.290, -0.428], [-2.274, -7.969, -0.508], [-3.572, -4.091, 0.820], [-1.242, -3.336, 0.852], [2.118, -2.847, -3.341], [3.068, -1.884, -2.184], [1.800, -0.045, -1.373], [-1.904, -1.438, -2.808]], "lowdin_spin": [3.783, 0.001, 0.004, 0.005, 0.044, 0.014, 0.000, 0.000, 0.004, -0.002, 0.000, 0.000, 0.000, 0.000, 0.001, 0.002, 0.000, 0.000, 0.000, 0.000, 0.000, 0.001, 0.000, 0.000, 0.000, 0.000, 0.000, 0.000, 0.000, 0.000, 0.000, 0.000, 0.000, 0.000, 0.000, 0.000, 0.000, 0.000, 0.000, 0.000, 0.000, 0.001, 0.000, 0.000, 0.000, 0.000, 0.000, 0.000, 0.000, 0.000, 0.000, 0.000, 0.000, 0.000, 0.000, 0.000, 0.000, 0.000, 0.001, 0.002, 0.013, 0.002, 0.000, 0.000, 0.007, 0.002, 0.058, 0.000, 0.008, 0.000, 0.000, 0.000, 0.000, 0.000, 0.000, 0.000, 0.000, 0.000, 0.000, 0.000, 0.000, 0.000, 0.000, 0.000, 0.000, 0.000, 0.001, 0.006, 0.015, 0.020, 0.004, 0.001, 0.000, 0.000, 0.000, 0.000, 0.000, 0.000, 0.000, 0.000, 0.000, 0.000, 0.000, 0.000, 0.000, 0.000, 0.000, 0.000, 0.000, 0.000, 0.000, 0.000, 0.001, 0.000], "energy_ev": -212942.932, "spin_multiplicity": 5, "fmax_ev_per_a": 5.58, "gap_ev": [8.06, 8.28]}

=====

No. 3
{"formula": "C48H49F27MgO26Zr", "method": "ωB97M-V with the def2-TZVPD basis set", "symbols": ["Zr", "Mg", "C", "C", "C", "O", "C", "C", "C", "O", "O", "O", "H", "H", "C", "C", "C", "O", "C", "C", "C", "O", "O", "O", "H", "H", "C", "C", "O", "C", "O", "C", "F", "F", "F", "H", "H", "H", "H", "H", "C", "C", "O", "C", "O", "C", "F", "F", "F", "H", "H", "H", "H", "H", "C", "C", "O", "C", "O", "C", "F", "F", "F", "H", "H", "H", "H", "H", "C", "C", "O", "C", "O", "C", "F", "F", "F", "H", "H", "H", "H", "H", "C", "C", "O", "C", "O", "C", "F", "F", "F", "H", "H", "H", "H", "H", "C", "C", "O", "C", "O", "C", "F", "F", "F", "H", "H", "H", "H", "H", "C", "C", "O", "C", "O", "C", "F", "F", "F", "H", "H", "H", "H", "H", "C", "C", "O", "C", "O", "C", "F", "F", "F", "H", "H", "H", "H", "H", "C", "C", "O", "C", "O", "C", "F", "F", "F", "H", "H", "H", "H", "H"], "coordinates": [[0.546, 3.164, 5.542], [-0.464, -1.907, -6.710], [1.258, -0.568, -0.392], [0.776, 0.284, 0.739], [-0.527, 1.060, 0.503], [-0.930, 1.768, 1.444], [-1.245, 0.838, -0.751], [-0.783, 0.015, -1.702], [0.516, -0.757, -1.472], [0.900, -1.576, -2.411], [-1.341, 0.066, -2.856], [1.310, 0.555, 1.808], [2.248, -0.998, -0.423], [-2.033, 1.548, -0.954], [-3.086, -0.754, 10.022], [-2.784, -1.340, 11.251], [-1.400, -1.575, 11.693], [-1.103, -1.548, 13.006], [-0.341, -1.278, 10.826], [-0.538, -0.732, 9.483], [-2.070, -0.352, 9.146], [-2.054, 0.437, 8.204], [0.288, -0.098, 8.769], [-3.788, -1.427, 12.055], [-4.114, -0.611, 9.722], [0.672, -1.423, 11.171], [-6.489, -4.757, -4.335], [-6.396, -5.768, -5.393], [-5.319, -6.703, -5.302], [-4.002, -6.389, -5.338], [-3.560, -5.247, -5.553], [-3.058, -7.612, -5.362], [-3.618, -8.790, -5.054], [-2.613, -7.580, -6.631], [-2.063, -7.354, -4.584], [-5.634, -4.081, -4.311], [-6.576, -5.237, -3.360], [-7.395, -4.159, -4.434], [-6.451, -5.329, -6.389], [-7.337, -6.316, -5.344], [12.449, -5.099, -1.687], [12.512, -3.648, -2.108], [11.174, -3.249, -2.355], [10.845, -1.875, -2.435], [11.671, -1.012, -2.489], [9.376, -1.580, -2.673], [9.191, -0.909, -3.787], [8.657, -2.673, -2.606], [8.906, -0.868, -1.616], [13.444, -5.369, -1.332], [12.220, -5.825, -2.467], [11.757, -5.305, -0.871], [13.160, -3.456, -2.964], [12.774, -2.961, -1.305], [-9.386, 7.821, -5.794], [-8.186, 7.081, -5.272], [-8.579, 5.997, -4.452], [-7.579, 5.174, -3.957], [-6.341, 5.380, -4.238], [-8.152, 4.095, -2.993], [-7.621, 4.300, -1.795], [-9.501, 4.040, -2.973], [-7.779, 2.838, -3.335], [-10.161, 7.185, -6.222], [-8.996, 8.546, -6.508], [-9.859, 8.442, -5.034], [-7.615, 7.723, -4.601], [-7.548, 6.611, -6.021], [2.544, 4.108, -4.605], [3.509, 3.304, -5.354], [3.295, 3.484, -6.754], [2.457, 2.671, -7.471], [1.796, 1.795, -7.038], [2.332, 3.143, -8.939], [2.969, 2.225, -9.622], [1.035, 3.286, -9.229], [2.966, 4.276, -9.173], [2.981, 5.103, -4.518], [2.381, 3.692, -3.611], [1.560, 4.182, -5.067], [3.371, 2.281, -5.002], [4.527, 3.541, -5.045], [-7.597, -2.266, 3.796], [-6.107, -2.417, 3.899], [-5.638, -3.641, 3.190], [-4.299, -3.803, 3.173], [-3.564, -2.922, 3.669], [-3.822, -4.819, 2.211], [-4.683, -5.706, 1.902], [-3.301, -4.191, 1.175], [-2.693, -5.417, 2.753], [-7.880, -1.265, 4.123], [-8.128, -3.087, 4.279], [-7.898, -2.256, 2.749], [-5.790, -2.525, 4.936], [-5.564, -1.593, 3.435], [6.632, -0.527, 8.641], [6.588, 0.959, 9.022], [7.285, 1.800, 8.064], [6.683, 2.363, 7.020], [5.464, 2.265, 6.806], [7.713, 2.916, 6.020], [8.946, 2.860, 6.493], [7.638, 2.297, 4.853], [7.497, 4.226, 5.801], [6.212, -1.112, 9.459], [7.652, -0.911, 8.670], [6.157, -0.732, 7.682], [7.145, 1.022, 9.957], [5.549, 1.246, 9.180], [-2.940, 10.781, 7.156], [-3.086, 9.283, 7.699], [-4.206, 8.735, 7.190], [-4.111, 7.587, 6.565], [-3.073, 6.855, 6.400], [-5.566, 7.091, 6.083], [-5.622, 7.082, 4.777], [-5.697, 5.892, 6.569], [-6.614, 7.835, 6.627], [-2.697, 10.911, 6.102], [-2.112, 11.412, 7.479], [-3.829, 11.326, 7.477], [-3.207, 9.237, 8.781], [-2.191, 8.677, 7.556], [5.959, -4.952, 3.816], [7.029, -3.894, 3.613], [8.261, -4.481, 3.980], [9.361, -3.654, 3.981], [9.302, -2.426, 3.773], [10.645, -4.300, 4.526], [11.525, -4.344, 3.505], [11.105, -3.543, 5.475], [10.360, -5.510, 4.932], [6.088, -5.404, 4.799], [5.904, -5.827, 3.168], [4.973, -4.518, 3.977], [6.868, -2.972, 4.172], [7.184, -3.599, 2.575], [-4.455, -3.740, -13.723], [-4.185, -3.348, -12.292], [-5.076, -2.330, -11.856], [-4.778, -1.493, -10.801], [-3.736, -1.568, -10.120], [-5.922, -0.451, -10.521], [-6.575, -0.240, -11.692], [-6.703, -0.884, -9.511], [-5.399, 0.668, -10.115], [-4.500, -2.849, -14.349], [-5.471, -4.126, -13.806], [-3.639, -4.414, -13.982], [-3.148, -3.011, -12.319], [-4.183, -4.217, -11.635]], "mulliken_charge": [1.450, 1.090, -0.596, 0.471, 0.622, -0.632, -0.443, 0.514, 0.412, -0.574, -0.616, -0.573, 0.456, 0.473, -0.286, 0.332, 0.434, -0.428, -0.357, 0.480, 0.379, -0.532, -0.515, -0.473, 0.488, 0.467, -1.084, -0.193, -0.262, 0.385, -0.581, 0.852, -0.218, -0.244, -0.227, 0.285, 0.302, 0.375, 0.311, 0.286, -1.166, -0.158, -0.218, 0.300, -0.475, 0.862, -0.224, -0.237, -0.268, 0.382, 0.322, 0.294, 0.289, 0.298, -1.151, -0.171, -0.205, 0.405, -0.569, 0.798, -0.228, -0.221, -0.254, 0.322, 0.363, 0.314, 0.279, 0.319, -1.017, -0.191, -0.297, 0.351, -0.568, 0.893, -0.238, -0.231, -0.229, 0.285, 0.314, 0.314, 0.251, 0.342, -1.186, -0.177, -0.251, 0.364, -0.591, 0.930, -0.205, -0.240, -0.272, 0.368, 0.321, 0.329, 0.280, 0.329, -1.109, -0.191, -0.270, 0.479, -0.641, 0.849, -0.222, -0.229, -0.260, 0.389, 0.311, 0.317, 0.274, 0.301, -1.133, -0.290, -0.193, 0.493, -0.638, 0.796, -0.223, -0.231, -0.237, 0.334, 0.388, 0.290, 0.305, 0.338, -1.158, -0.166, -0.217, 0.344, -0.563, 0.885, -0.240, -0.225, -0.229, 0.332, 0.316, 0.352, 0.288, 0.281, -1.157, -0.188, -0.225, 0.412, -0.596, 0.837, -0.221, -0.229, -0.227, 0.313, 0.317, 0.364, 0.282, 0.311], "energy_ev": -183862.896, "fmax_ev_per_a": 6.94, "total_charge": 2, "gap_ev": 1.95}